{"formula": "C20H22FN2O4P", "method": "ωB97M-V with the def2-TZVPD basis set", "smiles": "CCOP(=O)(OCC)c1nc(-c2ccc(F)cc2)oc1NCc1ccccc1", "e_tot_ha": -1627.11916, "e_lumo_ev": 0.52, "spin_multiplicity": 1, "gap_ev": 8.32, "fmax_ev_per_a": 1.4, "de_lowest_kcal_mol": 5.2, "species": ["C", "C", "O", "P", "O", "O", "C", "C", "C", "N", "C", "C", "C", "C", "C", "F", "C", "C", "O", "C", "N", "C", "C", "C", "C", "C", "C", "C", "H", "H", "H", "H", "H", "H", "H", "H", "H", "H", "H", "H", "H", "H", "H", "H", "H", "H", "H", "H", "H", "H"], "coordinates": [[-3.385, -3.934, 0.255], [-2.614, -3.051, 1.225], [-3.232, -1.775, 1.351], [-2.695, -0.444, 0.649], [-3.447, 0.711, 1.129], [-2.887, -0.609, -0.935], [-1.958, -1.204, -1.836], [-2.703, -1.565, -3.111], [-0.936, -0.320, 0.951], [0.075, -1.133, 0.522], [1.180, -0.532, 0.851], [2.523, -0.988, 0.598], [2.733, -2.231, -0.004], [4.014, -2.675, -0.254], [5.083, -1.869, 0.102], [6.337, -2.300, -0.141], [4.902, -0.632, 0.698], [3.617, -0.194, 0.946], [0.967, 0.662, 1.485], [-0.370, 0.790, 1.544], [-0.952, 1.837, 2.165], [-0.265, 3.118, 2.135], [0.178, 3.478, 0.736], [-0.699, 3.319, -0.331], [-0.283, 3.586, -1.623], [1.011, 4.019, -1.863], [1.887, 4.184, -0.804], [1.473, 3.910, 0.488], [-2.920, -4.915, 0.201], [-4.412, -4.044, 0.595], [-3.399, -3.490, -0.736], [-2.631, -3.491, 2.228], [-1.571, -2.937, 0.910], [-1.164, -0.481, -2.052], [-1.494, -2.087, -1.388], [-3.492, -2.282, -2.900], [-2.013, -1.995, -3.832], [-3.157, -0.674, -3.536], [1.877, -2.831, -0.267], [4.198, -3.632, -0.717], [5.761, -0.033, 0.959], [3.449, 0.767, 1.406], [-1.957, 1.839, 2.014], [0.607, 3.058, 2.794], [-0.950, 3.869, 2.534], [-1.708, 2.973, -0.154], [-0.972, 3.455, -2.444], [1.336, 4.224, -2.872], [2.898, 4.518, -0.985], [2.163, 4.030, 1.312]], "atomic_forces_ev_per_a": [[0.1, 0.3, 0.2], [0.2, -0.5, -0.1], [0.0, 0.7, -0.3], [0.4, -0.8, -0.5], [0.0, 0.6, 0.3], [-0.2, 0.0, 0.7], [0.3, -0.2, -0.5], [0.1, 0.1, 0.4], [-1.0, 1.0, 0.3], [1.4, -0.3, -0.1], [-1.2, -0.7, -0.4], [0.7, 0.1, 0.0], [-0.1, 0.3, 0.1], [0.2, 0.1, 0.0], [-0.1, 0.1, 0.0], [-0.1, 0.0, 0.0], [0.2, -0.2, -0.1], [-0.3, -0.2, -0.1], [0.1, 0.2, 0.2], [-0.9, -0.7, -0.2], [0.2, 0.2, 0.3], [0.1, 0.0, 0.0], [0.1, 0.1, 0.0], [0.0, 0.0, 0.0], [-0.1, 0.0, 0.0], [0.1, 0.0, -0.1], [0.1, 0.0, -0.1], [-0.1, 0.0, 0.1], [0.0, -0.1, 0.0], [-0.1, 0.0, 0.0], [0.0, 0.0, -0.1], [0.1, 0.1, -0.2], [-0.1, -0.1, 0.1], [-0.1, -0.1, 0.1], [0.0, 0.1, 0.0], [-0.1, -0.1, 0.0], [0.1, 0.0, -0.1], [0.0, 0.1, -0.1], [-0.1, -0.1, 0.0], [0.0, -0.1, 0.0], [0.1, 0.0, 0.0], [0.0, 0.1, 0.0], [-0.1, -0.1, 0.0], [-0.1, 0.2, 0.0], [0.1, -0.1, 0.0], [-0.1, -0.1, 0.0], [-0.1, 0.0, -0.1], [0.0, 0.0, -0.1], [0.1, 0.0, 0.0], [0.1, 0.0, 0.1]], "lowdin_charge": [-0.0599, -0.2714, -0.1878, 0.5277, -0.2445, -0.1918, -0.2936, -0.0661, -0.2214, 0.1553, -0.2695, -0.1456, -0.0097, 0.0000, -0.2728, 0.0593, 0.0003, -0.0069, 0.1553, -0.2959, 0.0738, -0.1218, -0.2239, -0.0325, -0.0757, -0.0913, -0.0840, -0.0479, 0.0794, 0.0814, 0.0551, 0.1223, 0.0935, 0.1194, 0.0996, 0.0695, 0.0779, 0.0789, 0.1137, 0.1191, 0.1194, 0.1162, 0.1083, 0.1218, 0.1336, 0.1168, 0.1037, 0.1005, 0.1015, 0.1109]}